No. 1
Here is a 2-piece molecular cluster, C8H14NO3P overall at a distorted geometry from the OMol25 dataset. Energies are from ωB97M-V with the def2-TZVPD basis set.

Summary:
lowest unoccupied orbital energy: 5.888 eV
2S+1: 1
net charge: -2

The geometry in XYZ format:
```
27
Properties=species:S:1:pos:R:3:forces:R:3:nbo_charge:R:1
H 1.253 2.035 2.349 -0.17 -0.23 -0.05 0.181
C -0.011 0.051 -1.593 1.32 -3.79 -3.70 -0.631
H 2.001 0.726 1.416 1.06 -0.59 0.16 0.261
O 0.326 -1.731 3.376 0.79 0.55 1.15 -1.204
H -1.580 -0.875 -0.586 -0.37 -0.54 0.18 0.232
O 0.166 -3.555 1.613 0.58 -1.38 -0.74 -1.193
H 1.076 -2.389 -1.297 -1.20 0.26 0.13 0.245
C -0.120 0.483 1.514 0.35 0.83 -0.52 -0.466
H 0.943 -0.349 -1.984 0.44 0.65 0.99 0.243
C -0.045 -2.323 -1.223 -0.26 1.33 -2.40 -0.594
H -0.339 0.036 2.461 0.53 0.87 1.39 0.297
H -2.033 1.669 1.766 0.42 0.11 0.72 0.190
H -0.422 -3.202 -0.792 -0.56 -0.93 1.07 0.240
C 2.601 -0.852 -0.180 1.54 -0.12 -0.48 -0.078
P -0.165 -2.195 2.060 -1.49 0.07 -0.35 2.340
C 0.021 -0.828 0.814 -1.30 -1.13 -0.97 0.219
C -1.421 1.103 1.070 -0.98 1.14 -1.51 -0.603
H -0.517 -2.234 -2.256 0.85 -0.68 0.55 0.145
C 1.176 1.379 1.470 -1.64 0.40 0.28 -0.588
H 1.240 2.033 0.585 -0.32 -0.34 0.08 0.182
C -0.509 -0.973 -0.647 1.81 -1.05 2.17 -0.379
O -1.663 -1.783 1.816 0.95 0.47 -0.62 -1.084
H -2.076 0.319 0.728 -0.37 -0.37 0.37 0.233
H 0.126 1.029 -1.398 -0.05 3.23 0.94 0.202
H -1.380 1.746 0.174 0.52 0.10 0.17 0.170
H -0.453 -0.181 -2.590 -1.03 0.97 0.49 0.181
N 3.700 -0.940 -0.605 -1.43 0.16 0.50 -0.740
```
Forces are in eV/Å.

No. 2
Here is one molecule with the formula C8H14O at a distorted geometry from the OMol25 dataset. Energies are from ωB97M-V with the def2-TZVPD basis set.

Summary:
lowest unoccupied orbital energy: 0.805 eV
2S+1: 1

The geometry in XYZ format:
```
23
Properties=species:S:1:pos:R:3:forces:R:3:nbo_charge:R:1
C 1.284 1.093 0.576 -4.86 -1.28 2.13 0.149
C 1.164 -1.582 0.927 2.68 0.29 -2.37 -0.606
C -1.207 0.112 0.077 -1.92 0.14 3.48 -0.194
C 0.082 0.348 -0.380 3.60 1.87 -2.50 -0.303
H 3.181 -1.046 -0.479 0.00 0.46 -0.43 0.209
H 2.726 0.331 -1.546 -1.01 -1.72 0.32 0.183
H 2.632 1.744 -0.553 -1.15 1.47 2.06 0.471
C 2.302 -0.596 -0.988 3.16 0.70 -0.80 -0.586
H 0.092 0.671 -1.437 0.32 -0.02 0.44 0.203
C -2.338 0.603 -0.428 -0.90 -1.27 0.05 -0.198
H -4.322 -0.255 -0.434 0.53 -0.69 0.82 0.219
H -4.398 1.275 0.173 1.35 -0.24 -0.07 0.213
H -1.260 -0.318 1.123 -0.16 0.36 -1.07 0.184
H 1.112 -1.239 1.910 -0.93 -0.43 1.83 0.228
H 0.611 1.350 1.519 2.16 -0.81 -1.57 0.196
H -3.610 0.210 1.324 -0.21 -0.60 -1.66 0.216
H 1.964 -1.409 -1.616 -0.26 0.28 -0.71 0.231
H 0.476 -2.258 0.424 -0.69 0.19 0.79 0.226
H -2.392 0.860 -1.466 0.32 0.73 -0.53 0.189
C 1.349 -0.320 0.071 -1.93 -0.02 0.81 -0.117
C -3.683 0.389 0.199 -1.39 1.44 0.99 -0.650
O 2.083 2.122 0.238 1.97 -0.84 -2.87 -0.665
H 2.151 -2.084 0.766 -0.68 -0.01 0.88 0.201
```
Forces are in eV/Å.

No. 3
Here is C8H14O as an isolated structure at a distorted geometry from the OMol25 dataset. Energies are from ωB97M-V with the def2-TZVPD basis set.

Summary:
lowest unoccupied orbital energy (spin up / spin down): -0.278 / -0.468 eV
2S+1: 1

The geometry in XYZ format:
```
23
Properties=species:S:1:pos:R:3:forces:R:3:nbo_charge:R:1
H -2.541 -0.804 0.956 0.02 0.17 -0.24 0.210
C -0.674 0.105 0.282 -0.02 0.56 0.64 -0.035
H 2.979 0.344 -0.568 -0.41 -0.34 0.27 0.153
H 1.852 -2.275 -0.215 0.16 0.58 -1.51 0.189
H -1.336 1.083 2.103 0.01 -0.02 -0.09 0.208
C -1.567 -1.121 0.574 0.17 -0.06 0.07 -0.594
C 0.938 -0.287 -1.789 0.47 1.39 1.22 -0.398
C 0.657 -0.398 -0.341 -0.26 -0.81 -0.88 -0.138
H -1.707 0.540 -1.594 0.12 0.04 0.03 0.211
C -0.394 0.840 1.603 -0.12 0.01 0.09 -0.614
H -1.154 -1.764 1.357 0.22 0.03 -0.22 0.214
C 1.397 -1.421 0.276 0.74 -1.22 0.86 -0.388
H -0.909 1.952 -0.861 -0.01 0.00 -0.05 0.224
H 0.181 0.225 2.302 0.04 -0.02 -0.14 0.209
H 1.400 -1.146 -2.270 0.53 0.37 0.17 0.211
H -2.422 1.309 -0.193 0.18 0.00 0.14 0.213
H 1.764 -1.690 1.261 -1.35 1.23 0.95 0.213
C -1.466 1.038 -0.651 0.26 -0.14 -0.10 -0.612
O 1.873 2.018 -0.353 -0.99 -1.12 0.06 -0.557
C 1.992 0.828 -0.541 1.19 -0.21 -1.61 0.412
H 0.714 0.558 -2.432 -0.95 -0.34 0.23 0.228
H -1.715 -1.709 -0.336 -0.03 -0.02 0.11 0.210
H 0.141 1.775 1.432 0.03 -0.08 -0.01 0.231
```
Forces are in eV/Å.

No. 4
Here is one molecule with the formula C8H14O at a distorted geometry from the OMol25 dataset. Energies are from ωB97M-V with the def2-TZVPD basis set.

Summary:
lowest unoccupied orbital energy: 0.922 eV
2S+1: 1

The geometry in XYZ format:
```
23
Properties=species:S:1:pos:R:3:forces:R:3:nbo_charge:R:1
H -3.364 0.311 0.159 -0.09 0.00 0.01 0.205
H -2.587 1.128 -1.199 -0.02 0.03 -0.07 0.207
H -0.328 -1.826 -0.582 0.08 -0.06 -0.06 0.216
H 1.722 -1.497 0.882 -0.07 -0.05 0.07 0.211
H -1.055 0.617 2.210 -0.05 0.05 0.03 0.217
C 0.104 0.802 0.332 -1.23 -0.88 -0.73 -0.240
H 0.015 1.884 0.350 -0.09 -0.07 0.02 0.223
C -1.233 0.030 0.065 0.54 0.68 0.36 -0.042
H 3.513 0.849 -0.074 0.09 -0.06 -0.09 0.222
C 1.342 0.340 -0.345 1.26 0.18 1.54 0.236
O 1.428 0.716 -1.687 0.23 0.09 -0.20 -0.700
H -0.144 -0.878 1.775 0.07 -0.13 0.00 0.211
C 2.112 -0.874 0.093 -0.02 -0.07 -0.10 -0.447
C -1.257 -1.274 -0.699 0.23 0.18 0.11 -0.613
C -0.590 0.040 1.423 -0.04 0.09 0.05 -0.416
C -2.475 0.865 -0.147 0.17 -0.10 0.13 -0.596
H 2.630 -1.421 -0.684 -0.02 0.04 -0.06 0.224
H -1.436 -1.097 -1.760 0.01 -0.04 -0.11 0.202
H 0.816 0.171 -2.195 -0.01 0.00 0.10 0.470
H -2.064 -1.909 -0.330 -0.06 0.01 0.00 0.214
H -2.433 1.786 0.430 -0.02 0.10 0.05 0.209
C 2.660 0.477 0.471 -0.72 -0.16 -1.04 -0.427
H 2.626 0.760 1.512 -0.27 0.14 0.00 0.215
```
Forces are in eV/Å.

No. 5
Here is a 2-piece molecular cluster, C8H14O2 overall at a distorted geometry from the OMol25 dataset. Energies are from ωB97M-V with the def2-TZVPD basis set.

Summary:
lowest unoccupied orbital energy: 0.616 eV
2S+1: 1

The geometry in XYZ format:
```
24
Properties=species:S:1:pos:R:3:forces:R:3:nbo_charge:R:1
H -0.331 -2.539 3.056 0.17 0.23 0.01 0.210
C 4.104 -0.357 -0.230 -0.80 1.54 3.17 0.239
H 3.107 0.300 0.017 1.87 -1.37 -1.41 0.135
C 0.144 -1.555 3.170 -0.15 0.18 -0.08 -0.414
H 3.390 -2.112 4.025 -0.27 0.01 -0.06 0.216
C 2.204 0.264 4.130 -0.62 0.50 -0.01 -0.435
H 1.793 -2.258 1.875 0.07 0.19 0.22 0.222
H 1.085 0.249 0.931 0.04 -0.46 0.17 0.462
C 2.207 -0.210 2.650 -0.49 1.91 -1.03 0.099
C 1.626 -1.632 2.762 0.67 -0.16 -0.75 -0.258
H 1.549 1.138 4.247 0.13 -0.18 0.09 0.225
H -0.414 -0.843 2.550 0.12 -0.17 0.17 0.219
C 2.291 -2.113 4.063 0.13 -0.07 0.07 -0.404
H -0.344 -0.192 4.857 0.15 -0.23 -0.06 0.209
C 1.715 -0.966 4.913 -0.06 0.04 0.18 -0.220
H 4.856 -0.041 -0.983 -0.68 -0.30 -0.36 0.131
O 1.438 0.730 1.683 0.65 -0.76 1.94 -0.771
H 3.216 0.557 4.441 -0.25 -0.08 -0.14 0.211
C 0.204 -1.125 4.663 -0.13 0.06 0.18 -0.407
H 3.235 0.016 2.328 -0.42 -1.40 -0.21 0.209
H -0.218 -1.899 5.319 0.09 0.17 -0.16 0.206
H 1.946 -3.109 4.377 0.04 0.25 -0.08 0.210
H 1.995 -0.961 5.974 -0.07 0.01 -0.28 0.216
O 4.442 -1.098 0.675 -0.21 0.08 -1.57 -0.510
```
Forces are in eV/Å.

No. 6
Here is one molecule with the formula C8H14O4 at a distorted geometry from the OMol25 dataset. Energies are from ωB97M-V with the def2-TZVPD basis set.

Summary:
lowest unoccupied orbital energy (spin up / spin down): 0.510 / 0.391 eV
2S+1: 1

The geometry in XYZ format:
```
26
Properties=species:S:1:pos:R:3:forces:R:3:nbo_charge:R:1
H -2.750 -1.130 0.313 0.69 -0.44 0.26 0.167
H 2.008 -2.497 0.890 -0.59 0.93 0.55 0.224
H 0.171 2.388 -1.283 0.02 -0.08 -0.43 0.178
H 2.930 -1.190 0.168 1.29 0.44 0.42 0.192
C -1.377 0.377 -0.392 -0.37 -0.61 1.05 -0.009
H -0.553 -1.000 -2.432 0.40 -0.51 2.20 0.471
O -0.323 -1.476 -1.557 0.00 -0.15 -1.69 -0.705
H 1.313 -1.032 2.436 -0.65 -0.09 0.34 0.217
C -0.364 -0.763 -0.406 0.44 2.67 -0.26 0.298
H -0.101 0.212 2.300 0.07 -1.32 -0.34 0.234
C 0.356 1.943 -0.306 -0.85 -1.26 0.01 -0.131
C 1.965 -1.619 0.226 -0.56 -0.01 -0.88 -0.599
H 1.417 0.667 2.141 1.07 0.41 -0.12 0.213
C 1.280 0.763 -0.375 -0.22 -0.44 0.06 0.304
H -2.573 0.315 1.262 -0.28 0.65 2.07 0.193
H -3.899 0.273 -1.283 0.21 0.12 3.23 0.460
O 2.189 0.791 -1.381 -0.07 0.31 -0.95 -0.702
C 0.927 -0.453 0.387 0.97 -2.06 0.58 -0.176
O -3.893 0.354 -0.243 -0.52 1.05 -3.33 -0.714
H -1.750 0.607 -1.377 0.50 0.49 -1.24 0.145
H 3.118 0.600 -1.179 -0.62 -0.26 0.47 0.496
C 0.848 -0.211 1.900 -1.09 1.13 0.35 -0.606
O -0.881 1.524 0.301 0.41 -0.16 -0.92 -0.518
H 0.725 2.718 0.314 0.48 0.88 0.79 0.204
C -2.658 -0.050 0.296 -0.38 -1.63 -1.23 -0.064
H 1.876 -2.111 -0.718 -0.36 -0.04 -1.00 0.229
```
Forces are in eV/Å.

No. 7
Here is C8H14O4 as an isolated structure at a distorted geometry from the OMol25 dataset. Energies are from ωB97M-V with the def2-TZVPD basis set.

Summary:
lowest unoccupied orbital energy: 0.659 eV
2S+1: 1

The geometry in XYZ format:
```
26
Properties=species:S:1:pos:R:3:forces:R:3:nbo_charge:R:1
H -0.123 -2.032 1.271 -1.68 0.23 -1.92 0.192
O -0.709 -2.259 -0.874 -0.85 -1.12 0.15 -0.503
C 2.192 0.947 0.984 6.28 -1.36 0.05 -0.438
C -1.738 -1.375 -0.372 -2.02 -1.39 0.32 0.037
O 0.039 0.812 -0.255 -2.34 -0.06 -0.20 -0.275
O 1.406 2.435 2.765 5.23 2.26 0.42 -0.725
H 0.886 -0.560 2.298 1.99 0.41 -1.41 0.222
C -1.894 -0.239 -1.357 0.61 0.68 3.73 -0.040
O -0.530 0.459 -1.493 -3.06 -0.15 -2.45 -0.261
H -1.676 -0.574 -3.783 -2.56 -1.06 3.76 0.213
H 2.244 1.040 -0.119 0.17 -0.70 0.40 0.222
C 1.636 -0.499 1.396 -4.81 4.58 -2.47 -0.409
H -2.047 -2.296 -2.557 -0.89 4.26 0.55 0.265
H 0.320 1.966 0.978 3.55 1.93 1.22 0.233
C -2.395 -1.032 -2.472 -0.30 -2.67 -7.06 -0.638
C 1.521 2.193 1.294 -3.38 1.41 2.25 -0.105
C 0.569 -0.426 0.042 1.34 -2.87 3.49 0.066
H -3.622 -1.083 -2.568 3.38 0.71 -0.01 0.252
H 2.543 2.922 3.178 -5.20 -2.40 -2.05 0.424
H -2.815 -1.867 -0.098 2.98 1.05 -0.24 0.221
H 2.074 3.077 0.792 -1.41 -1.41 0.55 0.191
H 1.033 -0.621 -0.884 1.59 -1.20 -0.60 0.201
H 2.190 -1.382 1.242 1.06 -0.63 -0.03 0.226
H -2.648 0.430 -0.828 0.98 -0.11 -1.34 0.210
C -0.464 -1.523 0.271 2.43 0.32 2.91 0.036
H 3.426 1.122 1.209 -3.08 -0.68 -0.01 0.182
```
Forces are in eV/Å.

No. 8
Here is C8H14OS2 as an isolated structure at a distorted geometry from the OMol25 dataset. Energies are from ωB97M-V with the def2-TZVPD basis set.

Summary:
lowest unoccupied orbital energy: -0.023 eV
2S+1: 1

The geometry in XYZ format:
```
25
Properties=species:S:1:pos:R:3:forces:R:3:nbo_charge:R:1
C 1.467 -0.466 -2.158 0.90 -0.52 1.01 -0.174
H 0.624 -0.103 -2.716 -0.45 -0.03 0.02 0.211
O -0.323 -2.110 0.040 -0.72 -2.92 0.26 -0.990
H -4.229 0.306 -0.388 1.92 -2.00 -0.68 0.244
S -2.106 1.623 0.729 -0.25 0.19 1.48 0.267
H 0.757 1.770 0.915 -0.50 -0.81 0.57 0.227
C -0.961 1.734 2.223 -0.93 1.49 -0.89 -0.509
C 0.439 -0.219 1.803 2.74 -0.80 -1.60 -0.615
H -3.399 -1.465 -0.764 -0.16 1.21 0.29 0.244
H 1.521 -0.589 1.950 -1.65 0.30 -0.45 0.229
C -2.349 -0.056 0.562 0.33 0.54 0.43 -0.282
H 3.042 -0.262 -3.551 1.03 1.89 -2.32 0.209
H 2.284 -0.883 -0.203 1.04 -0.56 0.26 0.201
S -0.168 -0.685 0.131 2.09 1.06 -0.94 1.361
H 2.498 -1.927 -3.328 0.34 0.54 0.15 0.226
C 2.692 -0.933 -2.877 0.44 -2.05 3.61 -0.620
C 1.485 -0.622 -0.839 -3.07 1.50 0.31 -0.374
H -1.219 1.165 3.079 -1.26 -0.66 0.63 0.220
H -0.172 -0.717 2.507 -0.82 -0.45 0.67 0.245
C 0.379 1.261 1.852 4.20 2.56 0.95 -0.441
C -3.245 -0.365 -0.603 -1.02 1.42 -0.12 -0.756
H -2.776 0.090 -1.507 -0.60 -0.40 0.25 0.227
H 1.265 1.673 2.621 -2.46 -1.02 -1.47 0.215
H 3.487 -1.009 -2.010 -1.17 -0.27 -2.06 0.204
H -0.993 2.788 2.534 0.06 -0.21 -0.36 0.229
```
Forces are in eV/Å.

Q: Which relative energy (zero: lowest compared OMol25 entry of this formula, charge and spin) values were calculated for the entries above? A: 185.6; 298.6; 403.0; 101.1; 172.2; 621.7; 1417.9; 408.9, in kJ/mol.
Q: Which energy values were calculated for the entries above? A: -935.01299; -388.32824; -388.28847; -388.40347; -463.64027; -614.01365; -613.71039; -1184.61213, in a.u..